The following is a quantum chemistry calculation of a 3-piece molecular cluster, C8H20O2 overall in a non-equilibrium geometry, from OMol25.

XYZ file:
```
30
Properties=species:S:1:pos:R:3:mulliken_charge:R:1
C 1.33049 -1.81004 -1.67120 -0.990
C -0.04280 -2.34128 -1.32923 0.774
O -0.29461 -3.51403 -1.18278 -0.588
O -1.03511 -1.43873 -1.42347 -0.487
H 1.61373 -1.01825 -0.97955 0.220
H 1.32157 -1.39607 -2.67896 0.324
H 2.05824 -2.61429 -1.63282 0.346
H -0.70903 -0.53873 -1.56610 0.313
C 1.85770 2.20642 -0.34793 -1.642
C 0.41518 1.75920 -0.11741 2.272
C -0.19605 2.50314 1.06727 -1.715
C -0.42301 1.98398 -1.37661 -1.734
H 2.30609 1.66859 -1.18208 0.377
H 1.89366 3.27112 -0.57022 0.420
H 2.46069 2.02301 0.53959 0.380
H 0.41575 0.68947 0.12441 -0.779
H -0.18170 3.57650 0.89078 0.419
H 0.36071 2.29886 1.97819 0.393
H -1.22745 2.19576 1.22281 0.392
H 0.03211 1.50700 -2.24565 0.412
H -1.43527 1.60287 -1.24775 0.419
H -0.49501 3.04957 -1.58944 0.430
C -1.28122 -2.71030 1.87541 -0.848
C -1.20360 -1.19588 1.96437 -0.641
H -0.94978 -3.11034 0.88908 0.165
H -2.31944 -3.03290 1.95761 0.282
H -0.72005 -3.17142 2.68974 0.304
H -1.75078 -0.74719 1.13594 0.180
H -1.63515 -0.82708 2.89353 0.450
H -0.16586 -0.86897 1.91250 0.154
```

Summary:
Orbital gap in eV: 11.127
Lowest unoccupied orbital energy in Eh: 0.023
Calculated total energy in eV: -12715.7896
Relative energy (zero: lowest compared OMol25 entry of this formula, charge and spin) in kcal per mole: 4.5

=====

The following is a quantum chemistry calculation of C25H46GeN4OPdSi3 as an isolated structure in a non-equilibrium geometry, from OMol25.

XYZ file:
```
81
Properties=species:S:1:pos:R:3:mulliken_spin:R:1
Pd -0.49390 0.01540 -0.38980 0.602
O 3.46780 -0.13700 1.68250 0.003
C 2.32200 -0.40930 1.27120 0.017
N 1.62350 0.34110 0.43330 0.068
C 2.26570 1.55640 0.00310 0.004
C 1.57420 2.19840 -1.16720 -0.019
C 2.12080 3.30730 -1.78720 -0.005
C 1.46440 3.89620 -2.86860 0.003
C 0.24900 3.34040 -3.27830 -0.001
C -0.22740 2.23140 -2.62590 -0.029
N 0.41480 1.65460 -1.59110 0.015
C 1.63580 -1.62130 1.81400 0.086
C 2.05110 -2.08940 3.03980 -0.051
C 1.42430 -3.13380 3.70870 0.099
C 0.27940 -3.69940 3.10810 -0.042
C -0.11960 -3.25080 1.89240 0.069
N 0.54530 -2.25710 1.19930 -0.017
H 3.32060 1.37100 -0.25770 0.002
H 2.28590 2.28470 0.83550 0.008
H 3.07070 3.69670 -1.44590 0.002
H 1.90080 4.73260 -3.39550 0.000
H -0.30290 3.77200 -4.10120 0.001
H -1.15320 1.75350 -2.92680 0.016
H 2.91470 -1.59610 3.46390 -0.001
H 1.78110 -3.47660 4.66520 0.012
H -0.27840 -4.48240 3.60460 -0.001
H -0.98710 -3.63980 1.38230 0.011
C -3.74560 1.07680 -3.88370 0.004
Si -4.37490 0.03280 -2.39660 0.041
C -6.11070 0.74830 -1.99780 0.016
C -4.62770 -1.70900 -3.16350 0.004
Ge -2.82210 -0.23750 -0.59420 0.073
Si -2.83540 1.79720 0.73160 -0.015
C -2.72160 3.39470 -0.34400 0.010
C -4.34140 2.16510 1.87940 0.011
C -1.31270 1.80340 1.91000 0.034
Si -3.94180 -1.72640 0.93560 -0.010
C -3.89530 -3.58100 0.40410 0.009
C -3.18650 -1.63020 2.69490 0.016
C -5.81250 -1.35820 1.22530 0.009
H -4.45990 1.07380 -4.70290 0.000
H -2.80930 0.68190 -4.26760 0.000
H -3.57480 2.10880 -3.59420 0.000
H -6.65850 1.01080 -2.89740 0.000
H -6.01860 1.64040 -1.38820 -0.001
H -6.70320 0.03140 -1.44210 0.000
H -5.45790 -1.74710 -3.86170 0.000
H -4.80910 -2.44030 -2.38240 0.000
H -3.73100 -2.01840 -3.69300 0.000
H -3.47480 3.38390 -1.12750 -0.001
H -1.74780 3.48390 -0.81810 -0.004
H -2.88520 4.28890 0.25300 0.001
H -5.27170 2.12150 1.32200 0.000
H -4.27060 3.15340 2.32490 0.000
H -4.41530 1.44730 2.68910 0.000
H -0.40920 1.44130 1.38840 -0.014
H -1.48430 1.13930 2.75750 -0.001
H -1.08180 2.79160 2.30540 -0.002
H -3.25150 -4.17900 1.04050 -0.001
H -3.52870 -3.67730 -0.61290 -0.001
H -4.88650 -4.02130 0.43560 0.001
H -2.10860 -1.76500 2.67910 -0.010
H -3.60890 -2.38030 3.35850 0.001
H -3.38430 -0.65590 3.13280 0.001
H -6.44030 -1.97340 0.58620 0.000
H -6.03920 -0.31990 1.01190 0.001
H -6.10200 -1.55180 2.25560 -0.001
C 1.50580 -3.92660 -0.72790 -0.001
C 0.57630 -2.78870 -1.16620 -0.023
C 1.33020 -1.88190 -2.16090 0.004
C -0.67540 -3.33810 -1.87280 0.001
N 0.08890 -1.99500 -0.04930 -0.013
H 1.83480 -4.48130 -1.60600 0.000
H 1.00320 -4.60920 -0.04260 -0.002
H 2.38140 -3.51350 -0.22910 0.001
H 1.47430 -2.40500 -3.10580 0.000
H 2.30370 -1.60520 -1.75720 0.002
H 0.74530 -0.96430 -2.33870 -0.006
H -0.41490 -3.87520 -2.78220 -0.001
H -1.32550 -2.49320 -2.11470 0.014
H -1.21400 -4.01080 -1.21140 -0.002
```

Summary:
Orbital gap (alpha / beta) in eV: 4.657 / 6.483
Charge: -1
<S²>: 0.779
2S+1: 2
Lowest unoccupied orbital energy (alpha / beta) in Eh: 0.084 / 0.093
Calculated total energy in eV: -118310.3504
Relative energy (zero: lowest compared OMol25 entry of this formula, charge and spin) in kcal per mole: 40.5

=====

The following is a quantum chemistry calculation of one molecule with the formula C3H8N2O2 in a non-equilibrium geometry, from OMol25.

XYZ file:
```
15
Properties=species:S:1:pos:R:3:mulliken_charge:R:1
C 0.79760 1.54932 1.05333 -0.844
C 0.13076 0.56586 0.48328 0.629
O -1.23735 0.95527 -0.04981 -0.279
N -2.24737 -0.04446 0.09731 -0.535
C 0.34301 -0.79843 -0.00785 -0.077
N 0.31503 -0.92821 -1.41156 -0.457
O 1.73316 -1.02110 0.67608 -0.593
H 0.30738 2.48937 1.24023 0.288
H 1.81201 1.42350 1.38681 0.260
H -3.09490 0.49246 0.26894 0.253
H -2.27673 -0.52750 -0.80321 0.234
H -0.29934 -1.52906 0.48523 0.381
H 0.89563 -0.25758 -1.89978 0.230
H 0.42676 -1.87964 -1.73326 0.218
H 2.39437 -0.48981 0.21425 0.291
```

Summary:
Orbital gap in eV: 9.875
Lowest unoccupied orbital energy in Eh: 0.033
Calculated total energy in eV: -10312.6100
Relative energy (zero: lowest compared OMol25 entry of this formula, charge and spin) in kcal per mole: 100.1

=====

The following is a quantum chemistry calculation of one molecule with the formula CH3N2PS in a non-equilibrium geometry, from OMol25.

XYZ file:
```
8
Properties=species:S:1:pos:R:3:mulliken_charge:R:1
N -1.50836 -0.08337 -2.35462 -0.315
C -0.77224 0.03134 -1.43996 0.267
P 0.10806 0.53469 0.01247 0.349
N 0.30606 -0.91989 1.01280 -0.526
S -0.75424 1.96240 0.86874 -0.342
H 1.28120 0.80892 -0.55221 0.059
H 0.86507 -1.55443 0.46623 0.260
H 0.47447 -0.77965 1.98655 0.248
```

Summary:
Orbital gap in eV: 9.941
Lowest unoccupied orbital energy in Eh: 0.006
Calculated total energy in eV: -24189.5229
Relative energy (zero: lowest compared OMol25 entry of this formula, charge and spin) in kcal per mole: 11.9

=====

The following is a quantum chemistry calculation of C31H38GeN7O4STl as an isolated structure, from OMol25.

XYZ file:
```
83
Properties=species:S:1:pos:R:3:mulliken_charge:R:1
Tl -1.41607 0.13452 1.09786 1.034
O 1.32683 -0.63185 5.31713 -0.483
C 0.98901 -0.73769 4.03131 0.145
O 0.02705 -1.33789 3.63010 -0.434
C 1.95601 -0.00544 3.13876 0.635
C 2.88332 0.90428 3.63661 -0.761
C 3.70634 1.56232 2.73795 -0.877
C 3.58634 1.27973 1.38726 -1.120
C 2.64102 0.33874 1.00221 0.969
N 1.83645 -0.28733 1.85016 0.172
C 2.44036 -0.07417 -0.41515 0.319
O 3.32816 0.17415 -1.33164 -0.278
O 1.43887 -0.74048 -0.70399 -0.260
H 0.67903 -1.12329 5.84616 0.394
H 2.94476 1.09426 4.69797 0.523
H 4.42469 2.29272 3.08292 0.474
H 4.19270 1.81746 0.66971 0.384
H 4.08947 0.66443 -0.98886 0.302
N -3.20455 -1.68511 1.88977 -0.227
C -4.57755 -1.15954 1.91318 -0.471
C -4.89820 -0.42474 0.62536 -0.764
N -4.03625 0.76011 0.48028 -0.416
H -3.13110 -2.46512 1.24221 -0.005
H -2.94377 -2.04907 2.80014 0.202
H -4.65957 -0.47098 2.75771 0.254
H -5.32199 -1.94720 2.06216 0.417
H -5.96264 -0.17387 0.61424 0.389
H -4.71426 -1.08385 -0.22693 0.370
H -4.30102 1.45836 1.16799 0.149
H -4.16986 1.18579 -0.43046 0.242
C -3.86107 3.70895 5.53622 -0.863
N -3.29537 2.53416 4.88886 0.123
C -3.13589 1.29452 5.45242 -0.845
C -2.53451 0.52391 4.50283 -0.591
N -2.32365 1.26821 3.36654 0.119
C -2.79079 2.46822 3.64136 -0.395
H -4.82589 3.46110 5.97232 0.344
H -4.00041 4.48821 4.79154 0.298
H -3.19223 4.07220 6.31386 0.333
H -3.45912 1.07883 6.45568 0.481
H -2.23312 -0.50826 4.56644 0.527
H -2.77656 3.32054 2.98022 0.448
C 0.80091 6.05549 -4.38715 -1.400
C 0.99479 4.62090 -4.03439 0.724
C 1.20621 3.61097 -4.93041 -0.979
C 1.36676 2.30749 -4.42864 1.034
N 1.31808 2.01781 -3.13647 -0.042
C 1.10876 3.00566 -2.24727 -0.247
S 1.04946 2.76797 -0.58447 -0.419
N 0.95309 4.28678 -2.72681 0.029
C 1.59648 1.16028 -5.36007 -0.969
H 0.96934 6.21414 -5.44829 0.356
H 1.48821 6.68714 -3.82321 0.386
H -0.21737 6.36608 -4.14688 0.345
H 1.25370 3.81568 -5.98859 0.399
H 0.81368 4.99957 -2.02182 0.283
H 1.81085 1.49237 -6.37286 0.417
H 0.70601 0.52943 -5.38204 0.261
H 2.42240 0.55267 -4.99286 0.033
Ge 0.93649 -1.89872 -2.16639 0.541
C 2.54826 -2.81115 -2.63611 0.088
C 2.88762 -3.98286 -1.95785 -0.093
C 4.05434 -4.66020 -2.27992 -0.687
C 4.87898 -4.17571 -3.28495 -0.466
C 4.54270 -3.01695 -3.97343 -0.639
C 3.38016 -2.33659 -3.65046 0.204
C -0.33157 -2.92692 -1.14590 0.141
C -0.09872 -3.18511 0.20786 0.431
C -0.94854 -4.02614 0.91285 -0.574
C -2.03658 -4.61093 0.27674 -0.712
C -2.28951 -4.33836 -1.06142 -0.588
C -1.43878 -3.50047 -1.77024 -0.659
H 0.39331 -0.91552 -3.19496 -0.237
H 2.23616 -4.37611 -1.18572 0.338
H 4.31497 -5.57009 -1.75652 0.420
H 5.78433 -4.70930 -3.54169 0.400
H 5.18358 -2.65238 -4.76489 0.425
H 3.11956 -1.43568 -4.19355 0.277
H 0.73556 -2.72570 0.72473 0.184
H -0.75346 -4.22787 1.95838 0.449
H -2.68622 -5.28432 0.82156 0.417
H -3.13699 -4.79230 -1.55784 0.440
H -1.64197 -3.31094 -2.81838 0.432
```

Summary:
Orbital gap in eV: 7.286
Charge: +2
Lowest unoccupied orbital energy in Eh: -0.194
Calculated total energy in eV: -123419.1178
Relative energy (zero: lowest compared OMol25 entry of this formula, charge and spin) in kcal per mole: 29.5

=====

The following is a quantum chemistry calculation of C40H76Cl12N4O4 as an isolated structure in a non-equilibrium geometry, from OMol25.

XYZ file:
```
136
Properties=species:S:1:pos:R:3:mulliken_spin:R:1
C 1.97631 -4.99628 2.68611 0.000
Cl 3.21888 -5.34965 3.89772 0.000
Cl 0.32524 -5.04147 3.41260 0.000
Cl 2.04311 -5.89938 1.19142 0.000
H 2.10375 -3.94342 2.43444 0.000
C -0.41895 -1.19722 1.43042 -0.001
Cl -0.79511 0.32479 0.64949 -0.003
Cl -0.85366 -1.28046 3.18187 -0.001
Cl 1.31648 -1.52377 1.22168 0.002
H -0.96805 -1.99614 0.93210 0.000
C 1.02950 1.01888 4.81909 0.000
Cl -0.51989 1.84816 4.39839 0.000
Cl 1.75878 1.86935 6.24926 0.000
Cl 2.07228 0.90264 3.37019 0.001
H 0.88886 -0.01549 5.13276 0.000
C -0.00489 -4.50473 -1.54056 0.000
Cl -1.62017 -3.85969 -1.22260 0.001
Cl 1.21494 -3.24085 -1.72732 0.000
Cl 0.06977 -5.20831 -3.14253 0.000
H 0.30847 -5.24101 -0.80043 0.000
C -5.81839 -3.10981 5.52010 0.001
C -4.59252 -3.71798 4.79021 0.018
C -4.19169 -4.94111 5.67917 0.003
C -3.31021 -5.96968 4.97524 -0.001
C -4.06770 -6.47895 3.66027 0.002
C -4.37324 -5.28979 2.71136 0.012
N -5.11037 -4.16680 3.41901 0.303
O -5.48745 -3.00763 2.56037 0.632
C -3.08866 -4.93093 1.88459 0.032
C -5.20006 -6.01967 1.67762 0.000
C -3.40094 -2.75524 4.69185 0.035
H -5.97235 -2.04992 5.31757 -0.001
H -5.62320 -3.06897 6.59171 0.001
H -6.69808 -3.73387 5.36263 -0.005
H -3.64189 -4.59714 6.55525 0.000
H -5.10587 -5.39265 6.06450 -0.001
H -3.07042 -6.74028 5.70790 0.000
H -2.31581 -5.61143 4.70887 0.000
H -4.94828 -7.05234 3.94992 0.000
H -3.36485 -7.21404 3.26815 -0.001
H -2.53948 -5.81185 1.55220 0.000
H -3.36460 -4.26952 1.06330 -0.006
H -2.41331 -4.28180 2.44194 -0.006
H -6.12026 -6.37933 2.13802 -0.003
H -5.43211 -5.37463 0.83016 -0.002
H -4.86527 -6.96870 1.25887 0.001
H -2.39437 -3.04046 4.38598 -0.010
H -3.26776 -2.47970 5.73800 -0.002
H -3.68337 -1.83043 4.18878 -0.003
C -2.84691 6.05154 1.85826 0.007
C -1.80040 6.22144 0.74910 -0.010
C -0.81785 7.31575 1.17963 0.017
C 0.45457 7.41990 0.31951 -0.006
C 1.20905 6.08981 0.19371 0.017
C 0.28209 4.91592 -0.25869 0.019
N -1.06813 4.96749 0.42316 0.382
O -1.93768 3.79524 0.11654 0.561
C 0.17297 4.89505 -1.75349 -0.013
C 1.15713 3.72779 0.22689 0.001
C -2.47895 6.75327 -0.45145 0.027
H -2.40541 5.57608 2.73412 -0.001
H -3.72925 5.57625 1.42967 0.000
H -3.15398 7.02939 2.22919 0.000
H -1.30309 8.28750 1.27100 -0.001
H -0.56078 7.15647 2.22684 -0.001
H 1.11926 8.08464 0.87124 0.001
H 0.17696 7.90997 -0.61370 -0.001
H 1.61872 5.94468 1.19331 0.001
H 2.01949 6.15994 -0.53179 0.000
H -0.36692 4.02527 -2.12781 0.014
H -0.43276 5.70277 -2.16430 -0.001
H 1.12807 4.91529 -2.27836 0.002
H 1.31744 3.75488 1.30469 -0.008
H 0.66081 2.82074 -0.11814 -0.003
H 2.17894 3.73727 -0.15246 -0.001
H -3.32309 6.11147 -0.70369 -0.004
H -1.81998 7.08514 -1.25377 -0.001
H -3.04844 7.61394 -0.10069 0.000
C 8.18818 -1.47241 -0.74884 0.008
C 7.40517 -0.21102 -1.04195 -0.012
C 6.84141 -0.41822 -2.50219 0.011
C 5.95157 0.72831 -2.97501 -0.007
C 4.76568 0.77690 -2.05766 0.023
C 5.18717 0.96541 -0.59208 0.036
N 6.29550 0.08569 -0.10308 0.319
O 6.64210 0.26859 1.34039 0.609
C 5.43308 2.42494 -0.40845 0.022
C 3.83934 0.63903 0.17773 -0.012
C 8.50692 0.86646 -1.10070 0.029
H 9.08065 -1.62159 -1.35658 0.000
H 7.65714 -2.41100 -0.90742 -0.003
H 8.49231 -1.43044 0.29702 0.000
H 7.70071 -0.57672 -3.15378 -0.001
H 6.36658 -1.38588 -2.66424 -0.002
H 5.67588 0.63698 -4.02561 0.000
H 6.60151 1.59259 -3.11183 0.000
H 4.11640 -0.08784 -2.19463 -0.001
H 4.35757 1.68797 -2.49525 0.000
H 4.61123 3.09701 -0.65537 0.002
H 5.46461 2.59381 0.66794 -0.005
H 6.30423 2.84308 -0.91277 -0.002
H 3.97764 0.88407 1.23079 0.001
H 2.98024 1.18890 -0.20657 0.000
H 3.70619 -0.43868 0.27211 -0.013
H 8.93435 0.98838 -0.10544 -0.004
H 8.16690 1.85605 -1.40601 -0.003
H 9.23433 0.58723 -1.86293 0.001
C -2.79928 -1.95857 -4.42887 0.027
C -2.73446 -0.59511 -5.03224 0.025
C -3.63314 0.32448 -4.15414 0.013
C -3.00635 0.72567 -2.77351 0.000
C -1.60942 1.34802 -3.07122 0.027
C -0.71027 0.53334 -4.02048 0.016
N -1.44196 0.09775 -5.25514 0.278
O -0.61875 -0.58303 -6.24844 0.631
C 0.48657 1.42389 -4.33418 0.000
C -0.19824 -0.66643 -3.20056 0.045
C -3.45496 -0.64948 -6.38593 -0.005
H -1.95790 -2.53060 -4.81996 -0.006
H -3.65403 -2.49559 -4.84010 -0.002
H -2.78618 -1.96045 -3.33895 -0.003
H -3.95302 1.21281 -4.69878 0.000
H -4.56074 -0.17642 -3.87713 0.000
H -2.94933 -0.10384 -2.06869 0.001
H -3.63594 1.48489 -2.30949 0.000
H -1.10215 1.40236 -2.10799 -0.007
H -1.74220 2.40826 -3.28657 -0.001
H 1.34613 0.84477 -4.67164 0.000
H 0.25952 2.22251 -5.04041 -0.010
H 0.91981 1.85975 -3.43394 0.001
H 0.21305 -1.47832 -3.80036 -0.017
H 0.69235 -0.39353 -2.63445 0.002
H -0.93776 -1.11202 -2.53522 -0.005
H -2.90327 -1.25877 -7.10180 0.001
H -3.61134 0.34550 -6.80268 -0.002
H -4.48635 -0.95561 -6.21091 0.000
```

Summary:
Orbital gap (alpha / beta) in eV: 9.343 / 9.151
<S²>: 6.022
2S+1: 5
Lowest unoccupied orbital energy (alpha / beta) in Eh: 0.011 / -0.020
Calculated total energy in eV: -207119.5402
Relative energy (zero: lowest compared OMol25 entry of this formula, charge and spin) in kcal per mole: 132.0